8
Properties=species:S:1:pos:R:3 method="wB97M-V/def2-TZVPD" energy_ev=-21455.9980 orbital_gap_ev="8.00 / 8.18" e_homo_ev="-9.65 / -9.42" relative_energy_kcal_mol=39.2 lumo_energy_ev="-1.655 / -1.240"
N 2.27583 0.87490 -0.13079
N 0.02944 0.06858 -0.13661
N 2.64295 -0.78735 0.02929
O 3.42089 -1.05748 -0.80743
O 3.32124 1.39275 -0.47362
O 2.20276 -1.33570 0.97550
S 0.84266 1.25928 0.34491
H -0.46630 -0.43296 0.60622

=====

8
Properties=species:S:1:pos:R:3 method="wB97M-V/def2-TZVPD" energy_ev=-12667.3914 orbital_gap_ev=8.79 e_homo_ev=-9.92 relative_energy_kcal_mol=76.7 smiles="O=NN(O)[N+](=O)[O-]" lumo_energy_ev=-1.136
O 0.07138 1.25565 0.26895
N -1.11371 1.39006 0.55323
N -1.88776 0.30373 0.14225
O -1.06367 -0.69354 -0.34455
N -3.45060 -0.42570 0.01470
O -3.30539 -1.56271 0.19005
O -4.27234 0.31257 -0.33416
H -0.21426 -0.17833 -0.48035

=====

8
Properties=species:S:1:pos:R:3 method="wB97M-V/def2-TZVPD" energy_ev=-20340.9900 charge=-2 orbital_gap_ev=4.31 e_homo_ev=2.27 relative_energy_kcal_mol=84.6 smiles="[O-]N1[N-][N+](=S)[N-]N1" lumo_energy_ev=6.588
O 1.70160 1.39306 -0.47768
N 0.87942 0.92287 0.32750
N -0.80361 1.07335 -0.13208
N -1.20161 -0.10989 0.00836
S -2.69487 -0.72533 -0.34333
N -0.39514 -1.09894 0.40965
N 0.91187 -0.57048 0.51504
H 1.60234 -0.88462 -0.30747

=====

4
Properties=species:S:1:pos:R:3 method="wB97M-V/def2-TZVPD" energy_ev=-5597.8941 orbital_gap_ev=10.84 e_homo_ev=-10.75 relative_energy_kcal_mol=15.2 smiles="O=NO" lumo_energy_ev=0.097
O -1.47361 -0.29812 -0.05708
N -0.57259 0.46300 -0.13146
O 0.58186 -0.28203 -0.16575
H 1.46434 0.11715 0.35428

=====

4
Properties=species:S:1:pos:R:3 method="wB97M-V/def2-TZVPD" energy_ev=-5598.4966 orbital_gap_ev=10.74 e_homo_ev=-10.72 relative_energy_kcal_mol=1.3 smiles="O=NO" lumo_energy_ev=0.022
O -1.50387 -0.33159 -0.01224
N -0.55865 0.36570 -0.04067
O 0.69802 -0.36026 -0.03727
H 1.36451 0.32615 0.09018

=====

6
Properties=species:S:1:pos:R:3 method="wB97M-V/def2-TZVPD" energy_ev=-9688.2490 orbital_gap_ev="9.85 / 9.45" e_homo_ev="-10.87 / -9.95" relative_energy_kcal_mol=23.1 lumo_energy_ev="-1.018 / -0.499"
N -1.81340 0.56620 -0.02938
O -0.64197 0.40221 -0.04286
O -2.80751 -0.02807 -0.19755
O 1.88865 -0.26852 0.53716
O 1.02808 -0.99163 -0.17367
H 2.34615 0.31981 -0.09370

=====

7
Properties=species:S:1:pos:R:3 method="wB97M-V/def2-TZVPD" energy_ev=-20524.5371 orbital_gap_ev="7.76 / 7.76" e_homo_ev="-8.85 / -8.85" relative_energy_kcal_mol=81.3 lumo_energy_ev="-1.089 / -1.089"
N 0.88779 1.23868 0.05954
O 1.93744 1.21273 -0.47126
O 1.32759 -1.32009 -0.68462
O -1.87012 -0.09525 0.60584
O -1.09765 -0.96113 -0.09009
S 0.60110 -0.91942 0.42556
H -1.78615 0.84448 0.15505

=====

10
Properties=species:S:1:pos:R:3 method="wB97M-V/def2-TZVPD" energy_ev=-26670.0001 charge=-2 orbital_gap_ev=5.53 e_homo_ev=-0.73 lumo_energy_ev=4.800
N 0.45521 -1.00118 2.77941
O 0.22671 -2.12406 2.37439
O 0.58163 -0.01781 1.87514
O 1.83296 1.42232 3.35689
O 2.47511 1.12514 0.99137
O -5.21430 0.35511 -9.79617
O 0.29822 -0.66725 3.94666
O 2.87701 -0.67530 2.54434
S 2.12096 0.55943 2.24510
H -5.65351 1.02360 -10.31713

=====

2
Properties=species:S:1:pos:R:3 method="wB97M-V/def2-TZVPD" energy_ev=-2062.7822 charge=-1 orbital_gap_ev=8.37 e_homo_ev=-1.74 relative_energy_kcal_mol=0.3 smiles=[OH-] lumo_energy_ev=6.629
O 0.13601 -0.03907 0.03472
H -0.78792 0.22637 -0.20112

=====

4
Properties=species:S:1:pos:R:3 method="wB97M-V/def2-TZVPD" energy_ev=-13396.8147 orbital_gap_ev="8.06 / 6.68" e_homo_ev="-10.14 / -8.88" relative_energy_kcal_mol=78.5 lumo_energy_ev="-2.080 / -2.197"
O 0.73493 1.28115 0.72853
O -1.59805 -1.20863 -1.20286
P -0.41464 -0.65561 -0.58457
H 1.27776 0.58308 1.05890

=====

5
Properties=species:S:1:pos:R:3 method="wB97M-V/def2-TZVPD" energy_ev=-25779.7584 charge=-1 orbital_gap_ev=8.03 e_homo_ev=-4.34 relative_energy_kcal_mol=66.0 smiles="O=[SH](=O)[S-]" lumo_energy_ev=3.681
O 0.84017 -0.54229 -1.75793
S 0.98381 -0.43165 -0.31899
O 0.81317 -2.15405 0.75274
S 2.44705 0.66789 0.32068
H -0.18635 0.28311 0.09386

=====

6
Properties=species:S:1:pos:R:3 method="wB97M-V/def2-TZVPD" energy_ev=-22814.6280 charge=+1 orbital_gap_ev=7.64 e_homo_ev=-14.78 lumo_energy_ev=-7.140
S -0.52180 -0.18769 0.97353
O 0.49717 0.40789 1.82619
O 0.23677 -0.74672 -0.41535
Sn -0.15961 0.58278 -1.73616
O -1.37777 0.81647 0.24396
H 1.32524 -0.87272 -0.89218

=====

3
Properties=species:S:1:pos:R:3 method="wB97M-V/def2-TZVPD" energy_ev=-2717.7211 orbital_gap_ev=5.87 e_homo_ev=-6.69 relative_energy_kcal_mol=2.6 lumo_energy_ev=-0.821
Rb 9.47311 -1.69910 -2.64890
O 8.99895 1.03645 -3.08322
H 9.83510 1.50480 -3.17750

=====

2
Properties=species:S:1:pos:R:3 method="wB97M-V/def2-TZVPD" energy_ev=-9382.4460 charge=+2 orbital_gap_ev="6.54 / 6.39" multiplicity=2 e_homo_ev="-19.86 / -20.00" lumo_energy_ev="-13.315 / -13.607"
Hf -7.35879 -7.15557 -37.35448
I -6.94236 -8.54308 -34.83708

=====

6
Properties=species:S:1:pos:R:3 method="wB97M-V/def2-TZVPD" energy_ev=-54088.9371 charge=-2 orbital_gap_ev=6.33 e_homo_ev=-1.28 relative_energy_kcal_mol=0.0 lumo_energy_ev=5.048
O -15.50130 27.43665 -10.78539
V -16.65146 27.89676 -11.79868
O -16.18190 26.96151 -13.15059
I -16.92480 30.02842 -13.49385
I -19.19930 26.40593 -11.65305
I -17.38520 29.52140 -9.41519

=====

2
Properties=species:S:1:pos:R:3 method="wB97M-V/def2-TZVPD" energy_ev=-13536.6679 charge=+1 orbital_gap_ev=8.37 e_homo_ev=-15.44 relative_energy_kcal_mol=39.9 lumo_energy_ev=-7.072
Mg -0.37420 -0.18605 0.92350
I 0.37420 0.18605 -0.92350

=====

16
Properties=species:S:1:pos:R:3 method="wB97M-V/def2-TZVPD" energy_ev=-156959.2185 charge=+4 orbital_gap_ev=3.51 e_homo_ev=-18.50 lumo_energy_ev=-14.991
O 27.35088 8.68913 -30.47683
V 26.78312 7.45962 -29.67196
O 27.15979 7.44188 -28.13825
O 27.19733 11.68682 -32.14229
V 27.01594 12.94678 -33.06245
O 28.13880 14.04006 -32.88332
O 28.64882 15.76786 -30.01415
V 30.12652 15.27062 -30.04751
O 29.98969 13.71593 -29.78094
O 29.79998 8.64143 -28.94868
V 30.24694 10.18185 -28.76594
O 29.10474 11.05917 -29.38230
O 31.31538 6.10902 -29.36491
V 32.64343 5.37457 -29.09085
O 33.20525 4.86957 -30.39377
I 30.44897 11.27012 -26.19879

=====

7
Properties=species:S:1:pos:R:3 method="wB97M-V/def2-TZVPD" energy_ev=-67652.4850 charge=+1 orbital_gap_ev=8.39 e_homo_ev=-16.13 relative_energy_kcal_mol=99.5 lumo_energy_ev=-7.739
O 1.52454 -1.82949 2.28949
V 0.64042 -0.70743 1.85438
O -0.20198 0.06204 3.03335
O -1.94583 0.65236 -1.59379
V -0.46841 0.89385 -1.95692
O -0.06270 0.79454 -3.46467
I 0.51393 0.13415 -0.16187

=====

13
Properties=species:S:1:pos:R:3 method="wB97M-V/def2-TZVPD" energy_ev=-127174.2991 charge=+4 orbital_gap_ev="8.55 / 6.82" multiplicity=2 e_homo_ev="-23.84 / -23.48" relative_energy_kcal_mol=1.1 lumo_energy_ev="-15.290 / -16.663"
O 18.32728 32.72799 3.24716
V 19.32302 32.89120 4.37857
O 19.36820 34.39597 4.70753
O 18.49025 36.99402 5.60081
V 18.11055 37.46961 4.20236
O 19.25059 37.20648 3.05685
O 22.26093 35.50797 8.04547
V 20.86250 35.57074 8.50643
O 19.67175 35.37125 7.45479
O 19.46831 32.92205 0.74378
V 19.45816 31.99782 -0.55783
O 20.03859 32.73706 -2.03984
I 21.82820 31.89807 3.69452

=====

3
Properties=species:S:1:pos:R:3 method="wB97M-V/def2-TZVPD" energy_ev=-104894.7494 charge=+3 orbital_gap_ev=9.00 e_homo_ev=-27.22 relative_energy_kcal_mol=70.7 lumo_energy_ev=-18.215
Zn -7.46292 8.75553 -4.73957
Zn -4.13243 10.33830 -6.30157
I -5.52069 8.90795 -5.50324